No. 1
# C20H33HfN7S

A structure of composition C20H33HfN7S at a distorted geometry (ωB97M-V with the def2-TZVPD basis set, the OMol25 dataset).

Frontier orbital gap ... 7.9 eV
DFT total energy ... -43838.288 eV
Charge ... +2

The geometry in XYZ format:
```
62
Properties=species:S:1:pos:R:3:mulliken_charge:R:1
C 1.21792 3.09516 1.41510 0.52
H -0.13674 1.64393 -3.60752 0.51
H 1.20819 2.18722 5.13966 0.41
H 1.91423 -3.84332 -1.96771 0.46
C 1.69472 2.90055 -0.79882 -0.34
N -1.51929 1.10739 -0.51742 -0.17
H -0.27514 -1.82562 5.09962 0.50
C 1.66960 4.42559 1.40075 -0.83
H 1.07887 -2.88761 -3.89484 0.42
C -2.83823 0.42639 -0.55473 -1.19
H -0.65258 -3.83293 -1.22346 0.50
C 2.13098 4.98332 0.23755 -0.68
C -0.17870 -0.75944 3.25912 0.18
H -1.94817 -1.66202 1.45634 0.37
H -0.25329 -2.45741 -2.83571 0.16
C 2.16567 4.18058 -0.90124 -1.12
H -2.55296 -3.00373 -0.97073 0.48
C -2.68572 -2.10972 -0.36446 -1.33
H -0.57091 2.66501 -1.53383 0.61
H -3.57093 1.08981 -1.01863 0.39
N 1.17212 2.34013 0.31648 0.50
H 1.67018 4.99796 2.31949 0.44
H -3.15895 0.27162 0.47789 0.58
H -1.71792 -4.07806 1.00816 0.33
C 0.50536 0.18377 5.31596 -0.55
H 2.56076 -2.21743 -1.74823 0.43
N -1.54466 -1.99248 0.58556 0.02
H 2.14397 -0.69235 -3.46812 0.40
C -0.51835 0.96321 -2.84169 -0.90
H 1.64859 -2.73082 0.17740 0.44
H -1.60091 1.83384 0.19014 0.29
H 1.76149 2.26864 -1.67105 0.53
H -1.24155 0.31720 -3.33548 0.61
C -0.05971 -3.70637 -0.31822 -0.82
H 2.47655 6.00737 0.21361 0.44
H 0.68296 0.12004 6.38059 0.45
H 1.02930 3.31521 3.36916 0.16
H 2.56154 4.54399 -1.83824 0.52
S 2.75887 -0.34967 0.42979 -0.47
H -2.11961 2.22483 -2.22781 0.46
C -0.94737 -3.31983 0.85001 -0.78
H -3.61750 -2.23954 0.19004 0.35
H 0.42257 -4.66358 -0.10993 0.45
N 0.56782 0.10947 -2.30685 0.10
N 0.11021 0.35644 2.54501 0.01
C -2.79424 -0.91328 -1.29227 0.45
H -3.69628 -1.03345 -1.89315 0.45
H -0.56217 -1.59618 2.69395 0.13
H -0.33806 -3.27140 1.75570 0.38
C 0.79780 1.32900 4.62370 -1.05
C 1.64027 -2.79551 -1.82551 -0.99
C 0.58785 1.39840 3.23594 0.80
H 0.59831 -0.60013 -4.29724 0.56
N 0.92694 -2.64100 -0.53719 -0.52
C 0.81561 -2.30310 -3.01263 -0.44
C -0.01402 -0.90047 4.60757 -1.31
Hf 0.47691 -0.23736 0.15273 2.42
C -1.20743 1.82080 -1.78070 -1.20
H -1.94427 -0.93376 -1.97295 -0.43
C 1.07100 -0.84146 -3.34501 -1.12
H 1.36628 0.70572 -2.09728 0.08
N 0.83224 2.62644 2.66163 -0.04
```



No. 2
# C5H9NO

A structure of composition C5H9NO (ωB97M-V with the def2-TZVPD basis set, the OMol25 dataset).

Frontier orbital gap ... 8.0 eV
DFT total energy ... -8865.666 eV
ΔE to the lowest compared entry with this formula, charge and spin ... 3.5468 eV

The geometry in XYZ format:
```
16
Properties=species:S:1:pos:R:3:mulliken_charge:R:1
H -3.08004 -0.12971 -0.48404 0.25
C -2.43234 -0.10624 0.37721 -0.42
H -2.78593 -0.35703 1.36577 0.24
C -0.36277 0.37038 -0.97879 -0.91
C 0.88428 0.28173 -0.03999 1.29
H 1.52612 2.07856 0.16818 0.36
H -0.12249 0.28300 2.12152 0.34
H 0.82059 -1.87619 -0.11217 0.35
H -0.48920 1.34057 -1.46092 0.26
C 1.56925 -1.07719 -0.08844 -1.55
N -1.18156 0.25106 0.24680 0.15
H 2.18467 -1.20922 0.80629 0.35
H 2.21330 -1.16828 -0.96887 0.38
C -0.12231 0.46518 1.05375 -0.86
H -0.54249 -0.44242 -1.68580 0.37
O 1.88290 1.26099 -0.20368 -0.60
```



No. 3
# C21H47N4O21S4

A cluster of 9 separate species, C21H47N4O21S4 in total at a distorted geometry (ωB97M-V with the def2-TZVPD basis set, the OMol25 dataset).

Frontier orbital gap ... 4.9 eV
DFT total energy ... -114832.243 eV
Charge ... -1

The geometry in XYZ format:
```
97
Properties=species:S:1:pos:R:3:mulliken_charge:R:1
C -0.98325 0.32186 -0.63797 -0.30
H 3.46789 2.21126 4.03153 0.24
O 2.57390 1.21625 -7.42219 -0.34
O 4.31943 0.54268 -8.98258 -0.52
O 2.50442 2.03531 -9.76928 -0.54
H 3.44633 3.15244 -0.75665 0.34
N -1.00936 -1.86536 4.80985 -0.18
H 0.01717 0.01014 -8.62537 0.23
O 5.31674 -2.77270 4.36759 -0.31
H -2.01716 0.86850 5.43521 0.24
H 2.15312 -5.72904 -1.05167 0.32
O 4.16792 4.86669 2.54774 -0.67
H 4.47177 -1.67179 2.83705 0.28
H 0.81279 -1.22990 -7.59910 0.28
H -3.64505 4.41246 2.02577 0.31
H 0.71498 1.67649 -7.20880 0.27
H 0.64390 -2.88057 5.49915 0.31
O 7.23080 -2.96908 6.09623 -0.52
H 1.95396 2.78084 3.40232 0.30
S 6.37175 -1.99452 5.37481 1.07
O 0.10933 -0.13976 0.08937 -0.86
H 7.29059 -1.61664 2.17876 0.28
H 5.36539 -1.80259 -2.32095 0.27
C 3.46515 -4.13899 -1.98507 0.68
H 2.79390 3.83803 4.50326 0.28
H -3.91214 -5.54426 1.98117 0.34
N -4.29704 -3.71159 1.10285 -0.18
H -1.23380 4.97541 2.51158 0.27
C 1.29370 0.76199 -7.07889 -0.23
C -1.85815 5.77959 2.12226 -0.22
C 0.92742 -0.26473 -8.09247 -0.20
S -2.64427 6.51681 4.45980 1.07
C 4.51248 -2.06436 -2.94713 -0.84
O -6.28377 -4.45964 1.92450 -0.63
C -0.40616 -3.09834 5.30412 -0.87
H -0.80673 -3.43017 6.26201 0.33
O -1.67356 6.74892 3.09291 -0.34
H -3.40429 -5.42865 0.13101 0.29
C 2.94740 3.11165 3.70520 -0.97
S -5.43517 2.24700 -4.95362 1.04
H -0.40014 -3.85258 4.51724 0.25
H -2.56121 -4.82026 1.55319 0.35
O 1.95045 -0.28489 -9.05325 -0.32
O 7.25535 -1.38082 4.12776 -0.33
C 5.32700 -2.30232 3.08018 -0.23
O -1.80350 5.83158 5.47251 -0.51
C -5.58583 -3.58990 1.45955 0.74
O -2.68684 -1.62996 6.32602 -0.70
H 4.77163 4.11562 0.14428 0.26
O -3.62462 5.49500 3.69487 -0.29
H 4.77197 -2.61127 -3.85360 0.28
H 3.24929 4.81044 -0.17832 0.26
H 2.59942 2.47645 1.16699 0.27
O -4.25349 1.42294 -5.64712 -0.27
H -1.62110 6.07822 1.10112 0.28
H -6.61046 -2.23909 0.35349 0.24
H 2.70188 -2.31321 -1.90255 0.29
H -5.92682 -0.76934 -4.20020 0.26
H 6.05541 -0.39392 2.70306 0.25
N 3.21862 3.26579 1.28386 -0.18
C 6.55590 -1.33455 2.93291 -0.23
H -3.78768 -0.33532 -4.79346 0.26
H -1.82493 -0.34493 -0.45074 -0.02
C -5.85796 -0.21337 -5.13523 -0.23
S 2.95949 0.94431 -8.93472 1.10
O -5.25206 2.43425 -3.51078 -0.51
H 2.03117 -4.22824 -0.28307 0.29
H -5.31069 -1.45038 1.17186 0.30
C -2.02830 -1.19822 5.33367 0.75
H -3.73304 -2.88469 0.96776 0.21
C 3.55082 3.79628 2.47984 0.71
O -3.26614 7.79415 4.79592 -0.51
O -5.88414 3.39809 -5.73758 -0.53
N 3.38656 -2.85914 -2.40583 -0.21
H -6.82306 -1.89620 2.10239 0.29
H 1.29892 0.32727 -6.07935 0.27
H -1.94474 0.16867 3.78689 0.24
O -6.50271 1.00837 -5.12733 -0.34
C 2.16551 -4.66202 -1.27396 -1.09
H 5.47727 -3.19964 2.47989 0.26
C -2.44382 0.13119 4.75520 -0.84
C -6.11413 -2.17161 1.32158 -0.97
H 1.28608 -4.43258 -1.87567 0.33
H -1.37821 1.25869 -0.24497 0.09
H -3.52410 0.13388 4.60999 0.26
H 4.09690 -1.09428 -3.21976 0.33
H -0.45424 -1.38908 4.11336 0.22
O 4.53356 -4.81908 -1.82954 -0.64
H -4.12604 -0.49211 -6.52377 0.28
H -6.40976 -0.79254 -5.87561 0.26
C -3.54631 -4.98832 1.11794 -0.99
C 3.72005 3.85063 0.03436 -0.85
C -3.34078 5.41953 2.31097 -0.33
C -4.42959 0.00870 -5.60445 -0.23
H -3.97730 6.05913 1.69954 0.27
H -0.83327 0.40259 -1.71458 0.13
O 5.64143 -0.91959 6.09300 -0.51
```



No. 4
# C24H22Cl4F3N3O4RuS

A structure of composition C24H22Cl4F3N3O4RuS at a distorted geometry (ωB97M-V with the def2-TZVPD basis set, the OMol25 dataset).

Frontier orbital gap (alpha / beta) ... 5.3 / 5.1 eV
DFT total energy ... -109566.899 eV
Spin multiplicity ... 2
Charge ... -1

The geometry in XYZ format:
```
62
Properties=species:S:1:pos:R:3:mulliken_charge:R:1
H -1.35528 -6.70413 0.49631 0.36
H 5.66151 2.02657 -0.88378 0.44
C -2.96377 -3.07604 -2.31335 -1.80
H -4.37841 0.80846 4.36913 0.42
C 4.02645 1.51255 0.43997 1.57
O 0.26762 -1.77853 0.46351 -0.57
O 0.46021 0.20698 -2.56366 -0.92
Cl -2.07618 5.02363 -4.64172 -0.25
C -1.62360 -4.79051 -0.39911 -0.90
C -4.21481 -0.23708 2.49467 -0.99
C -2.07868 2.07956 4.51394 0.68
C 0.26323 -3.88263 1.40223 -0.71
C -1.06179 -5.66262 0.50620 -0.81
H 2.10531 2.20553 0.18775 0.25
C 0.09220 1.68305 -4.37920 0.28
H 4.12896 -0.05440 1.91270 0.39
N 2.01812 0.26907 -0.25010 -0.04
H -2.34075 -5.17403 -1.10522 0.38
H -2.49555 -3.80880 -2.97009 0.45
C -3.39042 -0.46316 1.40571 -0.38
C -0.12371 -5.21446 1.42984 -0.40
C -1.68055 0.83384 2.30606 0.92
O -1.05610 1.69793 -0.96207 -0.31
H 4.09761 2.64608 -1.41324 0.39
N -2.16758 0.05041 1.32832 0.18
C 4.60122 1.79683 -0.95699 -1.76
F -0.91075 2.70229 4.38330 -0.23
H 4.63704 -0.57337 0.29832 0.36
H 0.31839 -5.89557 2.14070 0.42
H 1.00935 -3.50442 2.08468 0.47
C -0.09198 1.23397 -3.05289 0.17
Cl 1.14667 0.77893 -5.40412 -0.25
C -0.26306 -2.96758 0.48116 0.28
H 3.85929 3.60553 0.94601 0.41
Cl -2.47095 4.20003 -1.65275 -0.24
C -3.76173 0.59157 3.50934 -0.56
H 4.48709 0.93581 -1.61220 0.40
C -2.48233 1.15536 3.41499 -0.14
H -3.79755 -3.54270 -1.78879 0.38
H -3.70315 -1.07516 0.57153 0.40
H 2.32535 -0.60605 0.17603 0.25
C -1.33856 3.59529 -4.03018 0.44
C 4.27546 2.69717 1.37467 -1.78
H -5.19203 -0.69083 2.54178 0.41
F -2.99577 3.06453 4.69681 -0.28
H -3.33569 -2.24862 -2.91224 0.37
S -0.05947 1.30726 2.04499 -0.45
H 2.21658 0.25870 -1.25820 0.17
C -1.52783 3.21735 -2.70958 -0.20
H 3.77351 2.50651 2.31886 0.39
O -1.75720 -1.26555 -1.43804 -0.33
C 4.66468 0.24463 1.01592 -1.91
C -1.29118 -3.41149 -0.43707 0.32
C -0.52655 2.82544 -4.86435 0.09
Cl -0.28044 3.31311 -6.49467 -0.24
H 5.70526 0.42891 1.27430 0.47
C -1.93072 -2.52614 -1.34183 1.12
N 2.57492 1.34611 0.45889 -0.22
F -2.02646 1.45457 5.71980 -0.28
H 5.33667 2.84965 1.55170 0.43
C -0.93436 2.05389 -2.18546 -0.01
Ru -0.36772 -0.05322 -0.23923 1.48
```



No. 5
# C5H5N

The molecule C5H5N (ωB97M-V with the def2-TZVPD basis set, the OMol25 dataset).

Structure (SMILES) ... C#CC(C)=C=N
Frontier orbital gap ... 9.5 eV
DFT total energy ... -6752.670 eV
ΔE to the lowest compared entry with this formula, charge and spin ... 3.2375 eV

The geometry in XYZ format:
```
11
Properties=species:S:1:pos:R:3:mulliken_charge:R:1
H 1.33035 1.52288 0.92131 0.29
N 0.28519 -2.59106 0.12093 -0.57
H -0.64281 -2.62400 0.55526 0.29
C -0.99580 1.02653 -2.08311 0.21
C -0.40060 0.52422 -1.16370 -0.38
H -1.49372 1.48510 -2.90633 0.41
C 0.39191 -1.37665 -0.03631 0.27
C 0.64165 0.71736 1.17865 -1.05
H 1.11505 0.06471 1.91853 0.34
H -0.25888 1.15118 1.62855 0.28
C 0.26812 -0.07041 -0.05183 -0.08
```



No. 6
# C25H58ClO12PSi

A cluster of 6 separate species, C25H58ClO12PSi in total at a distorted geometry (ωB97M-V with the def2-TZVPD basis set, the OMol25 dataset).

Structure (SMILES) ... C#CC[Si@](Cl)(C=C)P(O)O.COCCOC.COCCOC.COCCOC.COCCOC.COCCOC
Frontier orbital gap ... 7.2 eV
DFT total energy ... -81115.478 eV

The geometry in XYZ format:
```
98
Properties=species:S:1:pos:R:3:mulliken_charge:R:1
C -2.36795 5.87611 1.19726 -0.63
Si -6.07501 1.14371 -1.12716 0.46
H -7.23481 -7.42581 0.71410 0.34
H 10.19168 0.19864 -1.34021 0.26
H -3.46184 -5.85287 -1.31683 0.32
C -3.07856 6.60265 3.33663 -0.31
H -8.08433 1.30486 0.29550 0.32
H -6.55366 -6.64324 2.14712 0.35
H 0.52945 0.81266 -2.32983 -0.39
H -0.07325 6.04278 2.92934 0.32
C 2.25112 -0.72781 -5.30339 -0.79
H -5.55268 4.03572 1.13956 0.33
H -0.33980 1.93776 -3.38294 0.42
C 11.45333 -1.27403 1.81265 -0.71
H -7.42631 -6.08198 -1.29436 0.38
H 1.08610 -0.35652 1.26805 0.24
H 9.61624 -1.19923 -0.41118 0.33
C 1.70364 0.22564 0.58520 -0.66
H 5.49571 -0.57051 2.75763 0.26
O -0.56592 -0.01914 -3.88170 -0.41
Cl -6.43021 2.53548 -2.64336 -0.33
H -3.21766 -0.07558 -2.84848 0.27
H -7.87069 -4.40551 -0.92454 0.22
C 0.25529 1.01927 -3.36829 0.34
H 11.54230 -0.37192 1.20331 0.32
C -7.79149 0.61442 -0.49786 -0.91
O -1.41511 5.04195 4.17205 -0.38
H 1.22576 1.46938 -5.24116 0.39
H -3.34261 5.78091 0.70977 0.23
H -2.70793 6.05495 5.36504 0.38
H 3.84527 -0.54823 -1.65330 0.30
C 4.93882 -0.02794 0.10280 -0.43
H 3.79922 -0.81447 2.26260 0.34
P -4.99078 2.06296 0.64889 0.08
H 12.04028 -1.15215 2.72954 0.31
O 2.35535 0.10403 -4.16130 -0.23
C 4.57429 -0.06631 2.44309 -0.70
H -3.18932 0.87362 0.65923 0.32
H 2.05204 2.08084 -3.80180 0.39
H 0.26803 4.33808 3.27832 0.21
H -4.83294 -7.93272 1.00530 0.38
C 9.37147 -0.43517 2.56910 -0.56
C -0.09910 5.27155 3.70218 -0.69
H -7.29565 -2.64765 1.20663 0.58
H 2.73864 -1.67319 -5.07062 0.25
O 4.81349 0.73004 1.29717 -0.37
H 11.85358 -2.11725 1.25189 0.24
H 2.22964 0.99435 1.15585 0.34
C -6.53824 -6.65325 1.05281 -0.53
H 5.74353 0.43035 -0.48153 0.24
C -7.81076 -5.41499 -0.51997 -0.79
C -7.61192 -0.70033 0.09981 -0.70
C 9.38864 -0.17206 -0.70519 -0.67
C 1.49455 1.23075 -4.20783 -0.69
H 7.92009 0.97211 1.88399 0.34
C -4.98279 -0.22250 -1.67743 -0.22
H 1.20974 -0.92293 -5.56854 0.34
H 0.66120 -1.46976 -3.02632 0.39
H 7.81439 -0.60324 1.08744 0.19
O -2.39091 6.93380 2.14340 -0.40
H 2.76158 -0.26926 -6.15723 0.28
H 8.45364 -0.15901 -1.27699 0.24
H -8.49423 0.60197 -1.32633 0.39
H 10.04534 0.32658 2.97274 0.34
O -3.38642 1.79092 0.43087 -0.38
C -5.13322 -6.96655 0.58815 -0.50
H -4.70384 -0.56709 -3.83059 0.28
H 8.72026 -0.77362 3.38140 0.34
H 3.39185 1.01882 -0.97401 0.34
C -4.28741 -0.29777 -2.86346 -0.83
O -6.96282 -5.37159 0.61627 -0.27
H -4.43234 -6.20965 0.95367 0.31
H -1.43676 7.06033 4.65358 0.32
C -4.54709 -5.91697 -1.45271 -0.64
H -3.64849 7.48816 3.63620 0.39
H 5.23264 -1.05785 0.33017 0.38
H -3.78945 5.78867 3.15936 0.16
H 4.24639 0.59461 3.24398 0.26
C 8.51133 0.14892 1.47092 -0.16
O 2.60171 -0.66561 -0.04927 -0.40
C -7.42378 -1.74487 0.65385 0.27
H -4.76132 -5.99645 -2.51727 0.25
O 9.29380 0.68697 0.41603 -0.41
O 10.10347 -1.56681 2.12471 -0.39
H -4.83135 -1.02591 -0.94763 0.44
H -1.62117 6.12074 0.44366 0.28
H -0.84807 -2.03438 -3.76614 0.27
C -2.12750 6.23530 4.45462 -0.51
C 3.66991 -0.00828 -0.71869 -0.39
H -2.10276 4.92255 1.65906 0.32
H -5.01514 -5.00828 -1.06683 0.24
H 0.55704 5.56376 4.52944 0.32
H 1.05176 0.70657 -0.15238 0.18
H -8.81578 -5.73903 -0.22937 0.30
C -0.39404 -1.23542 -3.18141 -0.76
O -5.05631 -7.07918 -0.82357 -0.38
O -5.05248 3.67828 0.39711 -0.40
H -0.89961 -1.18066 -2.21002 0.27
```